[1]
One molecule with the formula C12H12O7 in a non-equilibrium geometry, computed with ωB97M-V/def2-TZVPD.

Output
HOMO level (eV): -10.64
Structure (SMILES): C[C@@H]1O[C@@H]([C@@H]2CC(=O)OC2=O)C[C@H]2C(=O)OC(=O)[C@@H]12

Positions of all 31 atoms, in Å:
O1 -0.470 0.689 5.143
O2 3.326 -1.855 -1.051
O3 3.351 -1.499 1.212
O4 2.645 -1.777 -3.181
O5 -2.366 1.373 3.941
O6 -0.187 0.929 -0.054
O7 -4.031 0.949 2.467
C1 -2.042 2.525 -0.016
C2 2.695 -1.296 -2.037
C3 2.016 -0.047 -0.172
C4 -1.147 1.563 0.875
C5 0.695 -0.002 2.115
C6 -1.782 0.587 1.732
C7 2.948 -1.265 0.102
C8 0.620 -0.148 0.543
C9 1.806 -0.112 -1.663
C10 -1.151 0.771 4.104
C11 -0.761 0.013 2.729
C12 -2.862 1.023 2.741
H1 2.227 0.881 -2.075
H2 -2.733 2.918 0.623
H3 2.545 0.869 0.015
H4 -0.568 2.350 1.466
H5 1.233 0.978 2.300
H6 -2.653 2.027 -0.817
H7 -1.523 3.376 -0.349
H8 1.232 -0.867 2.540
H9 0.133 -1.103 0.369
H10 -2.122 -0.259 1.090
H11 -1.048 -1.033 2.946
H12 0.810 -0.289 -2.026

Atoms 1-3, force components in eV/Å:
O -3.167 0.958 -3.549
O 1.411 -1.403 1.820
O -0.080 -0.837 -1.670

Results of the natural (NBO) charge analysis, in e, for atoms 1 through 6: -0.520 -0.446 -0.514 -0.541 -0.468 -0.557

***

[2]
A 2-piece molecular cluster, C12H12OSSi overall, computed with ωB97M-V/def2-TZVPD.

Output
HOMO level (eV): -8.46
Structure (SMILES): c1ccc(Sc2ccccc2)cc1.O=[SiH2]

Positions of all 27 atoms, in Å:
S1 -1.645 -0.545 -0.324
Si1 -0.138 0.111 -3.425
O1 1.046 1.036 -3.280
C1 -1.862 1.362 1.635
C2 -0.076 3.109 0.432
C3 -0.696 3.460 1.620
C4 -0.349 1.892 -0.167
C5 -0.167 -1.491 -0.055
C6 -1.586 2.585 2.222
C7 2.078 -3.082 0.292
C8 -0.094 -2.738 -0.666
C9 -1.242 1.023 0.443
C10 0.877 -1.048 0.743
C11 1.994 -1.846 0.911
C12 1.027 -3.526 -0.494
H1 0.826 -0.088 1.234
H2 -0.923 -3.084 -1.267
H3 -0.035 -1.337 -3.518
H4 -2.551 0.670 2.095
H5 2.957 -3.695 0.429
H6 -2.065 2.854 3.152
H7 2.803 -1.493 1.532
H8 0.621 3.784 -0.040
H9 0.131 1.616 -1.091
H10 -1.523 0.547 -3.512
H11 1.080 -4.490 -0.978
H12 -0.485 4.416 2.076

Atoms 1-3, force components in eV/Å:
S 0.140 0.334 -0.165
Si -0.453 -0.322 0.299
O 0.480 0.420 0.092

Results of the natural (NBO) charge analysis, in e, for atoms 1 through 6: 0.269 1.612 -1.163 -0.216 -0.211 -0.148

***

[3]
C12H13BrFeO2 as an isolated structure in a non-equilibrium geometry, computed with ωB97M-V/def2-TZVPD.

Output
Spin multiplicity: 6
Total charge: -1
HOMO level (alpha / beta) (eV): -2.67 / -2.36
Expectation value of S²: 8.7837

Positions of all 29 atoms, in Å:
Br1 -2.051 -0.077 -0.751
Fe1 -0.213 0.484 0.496
O1 0.367 3.545 -0.410
O2 -1.644 2.981 0.422
C1 0.300 0.268 2.541
C2 -0.260 4.807 -0.809
C3 0.848 -0.851 1.838
C4 -0.612 -2.605 -2.307
C5 0.519 -3.242 -1.734
C6 1.772 1.065 0.884
C7 -0.466 2.701 0.213
C8 0.085 -3.939 -0.557
C9 -1.313 -3.712 -0.405
C10 1.808 -0.375 0.885
C11 -1.761 -2.937 -1.515
C12 0.870 1.476 1.966
H1 -2.793 -2.665 -1.714
H2 -0.366 5.420 0.106
H3 -0.605 -1.955 -3.174
H4 0.410 5.326 -1.519
H5 -0.362 0.228 3.401
H6 -1.941 -4.057 0.412
H7 0.805 2.477 2.384
H8 0.713 -4.544 0.092
H9 2.387 1.721 0.240
H10 1.534 -3.218 -2.125
H11 -1.235 4.572 -1.262
H12 0.681 -1.903 2.064
H13 2.525 -0.991 0.337

Atoms 1-3, force components in eV/Å:
Br -0.051 0.242 0.113
Fe -2.892 0.444 -2.699
O 0.266 0.909 -0.435

Results of the natural (NBO) charge analysis, in e, for atoms 1 through 6: -0.446 1.294 -0.560 -0.662 -0.406 -0.285

***

So what do the calculations give for electronic energy? Going down the list: -26970.090 -33398.567 -121176.505 eV.
So what do the calculations give for energy above the lowest of the compared OMol25 structures with the same formula, charge and spin? Going down the list: 1.340 0.000 0.000 eV.